1.
A cluster of 2 separate species, C4H14N2O2 in total at a distorted geometry. Source: the OMol25 dataset; level of theory: ωB97M-V with the def2-TZVPD basis set.

```
! wB97M-V def2-TZVPD RIJCOSX def2/J DEFGRID3
* xyz 0 1
O -2.774 -1.460 1.732
O 0.862 2.370 1.397
N -0.294 0.404 -1.362
N 1.998 -1.321 0.043
C -0.643 1.378 -0.336
C -0.212 -1.042 -1.111
C 0.541 -1.341 0.186
C 0.536 2.323 0.001
H 2.436 -2.229 0.103
H -1.475 1.995 -0.687
H -1.193 -1.518 -1.171
H -2.274 -0.716 1.381
H -0.648 0.639 -2.270
H -2.153 -2.179 1.870
H 0.236 -2.311 0.578
H 0.320 3.363 -0.245
H 0.310 -0.569 0.916
H -0.968 0.905 0.588
H 1.233 1.511 1.641
H 2.294 -0.820 -0.785
H 0.456 -1.397 -1.895
H 1.411 2.018 -0.574
*
```

Summary:
* HOMO-LUMO gap: 0.347 Eh
* calculated total energy: -420.7476 hartree
* molar mass: 122.2 g mol⁻¹
* ΔE to the lowest compared entry with this formula, charge and spin: 150.9 kJ/mol
* highest occupied orbital energy: -8.680 eV
* SMILES string: NCCNCCO.O
* F_max: 1.011 eV Å⁻¹
* LUMO level: 0.8 eV

***

2.
A cluster of 2 separate species, C4H14N2O2 in total at a distorted geometry. Source: the OMol25 dataset; level of theory: ωB97M-V with the def2-TZVPD basis set.

```
! wB97M-V def2-TZVPD RIJCOSX def2/J DEFGRID3
* xyz 0 1
O -2.034 -0.002 3.007
O 4.307 -0.128 -4.227
N -0.150 1.103 -2.275
N 0.179 0.515 0.065
C -0.709 0.397 -1.175
C -0.150 -1.429 2.431
C -0.717 0.763 1.218
C -1.177 -0.486 1.922
H -1.959 -0.933 1.304
H -0.353 1.434 2.000
H 0.792 -0.945 2.712
H 3.364 -0.143 -4.008
H 0.858 1.259 0.030
H -1.577 1.413 0.949
H -2.214 -0.419 3.848
H 0.146 -2.264 1.745
H -0.685 -0.691 -1.254
H 4.207 -0.557 -5.088
H -0.348 -1.979 3.359
H -1.771 0.577 -0.932
H -0.371 1.981 -2.702
H 0.363 0.533 -2.929
*
```

Summary:
* HOMO-LUMO gap: 0.344 Eh
* calculated total energy: -420.7197 hartree
* molar mass: 122.2 g mol⁻¹
* ΔE to the lowest compared entry with this formula, charge and spin: 224.2 kJ/mol
* highest occupied orbital energy: -8.783 eV
* SMILES string: C[C@@H](O)CNCN.O
* F_max: 2.964 eV Å⁻¹
* LUMO level: 0.6 eV

***

3.
A cluster of 3 separate species, C4H14N2O4 in total at a distorted geometry. Source: the OMol25 dataset; level of theory: ωB97M-V with the def2-TZVPD basis set.

```
! wB97M-V def2-TZVPD RIJCOSX def2/J DEFGRID3
* xyz 0 1
O -0.187 -2.510 -1.428
O 0.202 -2.479 1.721
O 0.494 2.040 -1.599
O -0.281 -0.273 -2.769
N -0.872 2.603 0.155
N -1.168 0.180 1.796
C 0.183 1.961 -0.389
C 0.969 -1.273 1.591
C 0.052 -0.186 0.998
C 0.952 1.036 0.500
H -0.420 0.356 -2.113
H -0.419 -0.732 0.061
H 1.892 0.620 0.000
H -0.199 -2.644 0.897
H 1.324 1.668 1.415
H 1.870 -1.484 0.906
H -0.034 -1.704 -1.836
H -1.065 2.367 1.104
H -1.890 -0.598 1.809
H 1.260 -0.955 2.679
H -0.969 -2.967 -1.592
H 0.598 -0.274 -3.035
H -0.925 0.219 2.826
H -1.510 3.199 -0.382
*
```

Summary:
* HOMO-LUMO gap: 0.385 Eh
* calculated total energy: -571.2632 hartree
* molar mass: 154.2 g mol⁻¹
* ΔE to the lowest compared entry with this formula, charge and spin: 106.6 kJ/mol
* highest occupied orbital energy: -9.761 eV
* SMILES string: NC(=O)C[C@H](N)CO.O.O
* F_max: 4.854 eV Å⁻¹
* LUMO level: 0.7 eV

***

4.
A cluster of 2 separate species, C4H14N2OS in total at a distorted geometry. Source: the OMol25 dataset; level of theory: ωB97M-V with the def2-TZVPD basis set.

```
! wB97M-V def2-TZVPD RIJCOSX def2/J DEFGRID3
* xyz 0 1
S 2.629 -1.817 0.172
O -0.942 3.075 2.118
N -2.315 -0.623 0.908
N -0.178 0.525 -1.021
C -1.398 -1.360 0.022
C 1.280 0.300 -1.146
C 2.056 -0.040 0.121
C -1.043 -0.662 -1.297
H -0.464 -1.483 0.567
H -1.911 -0.196 -1.775
H -1.837 -2.347 -0.142
H 3.459 -1.719 -0.879
H 1.689 1.237 -1.545
H -1.723 0.036 1.384
H -0.571 -1.302 -2.036
H 1.404 -0.016 0.992
H -2.974 -0.049 0.394
H -1.023 2.170 2.340
H 1.402 -0.444 -1.931
H 2.964 0.541 0.211
H -0.333 0.836 -0.067
H -0.168 3.337 2.607
*
```

Summary:
* HOMO-LUMO gap: 0.334 Eh
* calculated total energy: -743.6960 hartree
* molar mass: 138.2 g mol⁻¹
* ΔE to the lowest compared entry with this formula, charge and spin: 99.4 kJ/mol
* highest occupied orbital energy: -8.642 eV
* SMILES string: NCCNCCS.O
* F_max: 1.771 eV Å⁻¹
* LUMO level: 0.4 eV

***

5.
A cluster of 2 separate species, C4H14N2S in total. Source: the OMol25 dataset; level of theory: ωB97M-V with the def2-TZVPD basis set.

```
! wB97M-V def2-TZVPD RIJCOSX def2/J DEFGRID3
* xyz 0 1
S -1.816 -0.888 0.329
N 1.763 -0.807 -3.115
N 1.069 0.290 0.415
C -1.847 1.246 2.160
C -2.302 -0.188 1.936
C 0.950 -0.358 -1.975
C 1.836 -0.202 -0.755
H 2.035 -1.773 -2.950
H -0.775 1.290 2.363
H -1.906 -0.837 2.718
H -0.506 -0.382 0.270
H 1.511 -0.006 1.278
H 1.173 -0.853 -3.936
H 0.131 -1.045 -1.737
H 2.651 0.494 -0.967
H 0.488 0.593 -2.251
H 2.291 -1.159 -0.494
H -2.046 1.873 1.290
H -2.340 1.669 3.037
H -3.388 -0.260 1.969
H 1.028 1.303 0.415
*
```

Summary:
* HOMO-LUMO gap: 0.334 Eh
* calculated total energy: -668.4740 hartree
* molar mass: 122.2 g mol⁻¹
* ΔE to the lowest compared entry with this formula, charge and spin: 32.2 kJ/mol
* highest occupied orbital energy: -8.200 eV
* SMILES string: NCCN.CCS
* F_max: 0.997 eV Å⁻¹
* LUMO level: 0.9 eV

***

6.
A cluster of 2 separate species, C4H14N2S in total at a distorted geometry. Source: the OMol25 dataset; level of theory: ωB97M-V with the def2-TZVPD basis set.

```
! wB97M-V def2-TZVPD RIJCOSX def2/J DEFGRID3
* xyz 1 2
S -1.307 -1.676 3.048
N 0.144 2.868 -1.789
N 0.603 -0.803 -2.030
C 0.864 1.593 -1.693
C -0.370 -0.165 2.916
C -0.650 -2.641 1.687
C -0.122 0.448 -1.812
H -0.829 0.604 3.540
H 0.761 3.660 -1.768
H -0.793 0.437 -0.934
H -0.538 3.000 -1.064
H 0.436 -2.689 1.744
H -0.928 -2.158 0.744
H -1.165 -3.595 1.731
H -0.765 0.647 -2.669
H 0.004 -1.595 -2.213
H 1.517 1.575 -2.567
H 1.242 -0.989 -1.272
H 0.648 -0.295 3.297
H -0.265 0.260 1.915
H 1.513 1.514 -0.810
*
```

Summary:
* HOMO-LUMO gap (alpha / beta): 0.296 / 0.108 Eh
* calculated total energy: -668.1528 hartree
* molar mass: 122.2 g mol⁻¹
* ΔE to the lowest compared entry with this formula, charge and spin: 101.0 kJ/mol
* highest occupied orbital energy (alpha / beta): -11.669 / -11.668 eV
* F_max: 1.065 eV Å⁻¹
* LUMO level (alpha / beta): -3.6 / -8.7 eV

***

7.
A cluster of 2 separate species, C4H14N3 in total at a distorted geometry. Source: the OMol25 dataset; level of theory: ωB97M-V with the def2-TZVPD basis set.

```
! wB97M-V def2-TZVPD RIJCOSX def2/J DEFGRID3
* xyz 0 2
N 1.739 -0.178 -0.594
N -0.374 -1.126 -0.981
N 0.588 -1.301 1.192
C -2.452 0.724 1.134
C 0.642 -0.773 -0.045
C -1.467 1.820 1.057
C 1.779 0.536 -1.860
H 1.177 -0.059 -2.670
H -0.805 -0.394 -1.615
H 1.182 -1.203 1.905
H -1.065 -1.910 -0.834
H 2.814 0.607 -2.171
H -2.044 2.642 1.485
H 2.586 -0.019 0.047
H -0.558 1.426 1.440
H -0.170 -1.908 1.588
H -3.003 0.794 2.051
H -1.134 2.229 0.041
H -3.192 0.749 0.531
H -1.809 -0.175 1.184
H 1.332 1.626 -2.018
*
```

Summary:
* HOMO-LUMO gap (alpha / beta): 0.176 / 0.358 Eh
* calculated total energy: -324.9001 hartree
* molar mass: 104.2 g mol⁻¹
* ΔE to the lowest compared entry with this formula, charge and spin: 229.1 kJ/mol
* highest occupied orbital energy (alpha / beta): -3.778 / -8.875 eV
* F_max: 6.847 eV Å⁻¹
* LUMO level (alpha / beta): 1.0 / 0.9 eV

***

8.
A structure of composition C4H14N3 at a distorted geometry. Source: the OMol25 dataset; level of theory: ωB97M-V with the def2-TZVPD basis set.

```
! wB97M-V def2-TZVPD RIJCOSX def2/J DEFGRID3
* xyz 1 1
N 1.539 -1.401 -0.148
N -0.910 -1.573 -0.024
N 1.110 -0.130 -0.568
C 1.802 0.946 0.080
C -0.735 -0.146 -0.075
C -0.947 0.525 1.245
C -1.331 0.516 -1.282
H 1.313 1.881 -0.175
H -1.017 1.552 -1.339
H -0.555 1.537 1.244
H -2.019 0.597 1.431
H 1.851 0.840 1.171
H -2.418 0.493 -1.233
H -1.380 -1.909 0.812
H 2.077 -1.869 -0.879
H 2.069 -1.409 0.735
H -1.004 0.017 -2.190
H -0.495 -0.030 2.064
H -1.342 -1.951 -0.864
H 0.355 -1.889 -0.027
H 2.821 0.987 -0.310
*
```

Summary:
* HOMO-LUMO gap: 0.390 Eh
* calculated total energy: -324.7727 hartree
* molar mass: 104.2 g mol⁻¹
* ΔE to the lowest compared entry with this formula, charge and spin: 242.0 kJ/mol
* highest occupied orbital energy: -13.513 eV
* F_max: 3.129 eV Å⁻¹
* LUMO level: -2.9 eV

***

Question: Which formula does entry 7 have?
Answer: C4H14N3